{
  "formula": "C19H29CeN2O",
  "method": "the ωB97M-V functional and the def2-TZVPD basis",
  "symbols": ["Ce", "O", "N", "N", "C", "C", "C", "C", "C", "C", "C", "C", "C", "C", "C", "C", "C", "C", "C", "C", "C", "C", "C", "H", "H", "H", "H", "H", "H", "H", "H", "H", "H", "H", "H", "H", "H", "H", "H", "H", "H", "H", "H", "H", "H", "H", "H", "H", "H", "H", "H", "H"],
  "coordinates": [[0.05911, -0.07465, -0.47941], [-0.98299, 1.45161, 6.80307], [-0.42393, 0.13620, 2.00102], [-1.44953, -0.75015, 6.91532], [-1.43251, -3.06573, -0.79844], [0.92835, -2.17355, -1.51024], [-0.26114, 1.31508, 2.69626], [-0.91660, 0.24803, 4.79545], [-0.49538, 1.37445, 4.06744], [1.76489, -3.10370, -0.69377], [1.23701, 2.17013, -0.76200], [0.32134, 0.70134, -3.88335], [2.83486, -0.77751, -2.60978], [-0.80685, -0.97893, 2.69812], [-1.05555, -0.93649, 4.07118], [0.26720, -0.43399, -2.91247], [0.01204, 2.97596, -1.19705], [-0.92361, -1.10898, -2.44228], [1.40463, -1.10194, -2.32395], [-1.11719, 0.36414, 6.23364], [-2.32933, -0.66609, -2.69594], [0.37912, 4.26097, -1.98226], [-0.51994, -2.19097, -1.60041], [-2.37710, 0.36383, -3.09875], [-0.62606, 1.26681, -3.92961], [1.99067, 2.06350, -1.56540], [-1.47538, -1.63965, 6.53121], [-0.69437, 2.39319, -1.82352], [1.54608, 2.47003, 0.25775], [-0.57491, 4.75432, -2.23875], [1.31921, -3.27613, 0.30144], [0.53235, 0.27657, -4.88291], [-1.58676, -0.69923, 7.92129], [-2.38523, -2.55976, -0.56781], [0.04416, 2.22061, 2.11891], [-1.00341, -3.32982, 0.18573], [0.99465, 4.94820, -1.38206], [3.19216, -1.33102, -3.50363], [-0.33789, 2.36544, 4.49557], [-0.90994, -1.93282, 2.13874], [1.90531, -4.09248, -1.16909], [1.12812, 1.41321, -3.63025], [-2.78233, -1.35815, -3.42789], [-1.33779, -1.90071, 4.46862], [0.94066, 4.04122, -2.90309], [2.75925, -2.66324, -0.52396], [-1.64134, -3.99879, -1.34584], [3.47528, -1.03887, -1.74685], [-2.95415, -0.66629, -1.77893], [2.97755, 0.30756, -2.79240], [-0.56429, 3.28142, -0.30614], [1.95152, 0.68579, -0.19254]],
  "atomic_forces_ev_per_a": [[-2.5, 0.8, 3.6], [-0.1, -1.2, -1.2], [-0.1, 0.0, 1.0], [-0.1, 1.1, 0.9], [-0.2, 0.1, 0.5], [-1.1, -0.2, -1.1], [-0.4, -1.3, -0.2], [0.6, 0.0, -2.3], [0.2, 0.8, -0.6], [0.3, 0.1, 0.5], [3.0, 0.1, 0.7], [0.1, 0.3, -0.1], [0.6, 0.3, 0.1], [0.3, 1.3, -0.1], [0.1, -0.4, -0.9], [-0.1, -1.7, -0.1], [-1.4, -1.1, 0.4], [1.1, -0.4, -1.0], [-0.6, -0.3, -1.0], [-0.1, 1.5, 3.0], [-0.3, 0.3, 0.0], [0.4, -0.1, -0.1], [1.1, 0.1, -0.6], [0.0, -0.6, 0.0], [0.4, -0.3, -0.1], [0.0, 0.8, 0.9], [-0.1, -1.6, -0.8], [0.2, 0.1, 0.0], [0.6, 0.5, -1.1], [0.5, -0.2, 0.1], [0.1, -0.1, -0.3], [-0.1, 0.4, 0.3], [0.1, 0.3, -0.4], [0.1, -0.3, -0.3], [-0.3, -0.9, 0.6], [0.0, -0.1, -0.5], [-0.3, -0.3, -0.1], [-0.2, 0.3, 0.5], [-0.2, -0.5, 0.5], [0.1, 0.8, 0.4], [-0.1, 0.5, 0.1], [-0.3, -0.3, -0.3], [-0.1, 0.4, 0.3], [-0.1, 0.2, 0.5], [-0.3, 0.0, 0.3], [-0.2, -0.3, -0.1], [0.0, 0.3, 0.3], [-0.2, 0.0, -0.5], [0.2, -0.2, -0.4], [0.0, -0.6, -0.1], [0.2, -0.2, -0.2], [-0.8, 1.8, -1.0]],
  "multiplicity": 2,
  "s_squared": 0.76,
  "e_tot_ev": -38112.1497,
  "homo_energy_ev": [-15.17, -15.17],
  "gap_ev": [6.60, 6.49],
  "de_lowest_kcal_mol": 86.0,
  "charge": 2
}